ORCA calculation (ωB97M-V/def2-TZVPD) on C13H25BF3N4O17Tl as an isolated structure in a non-equilibrium geometry.

## Properties
Kohn-Sham gap	2.26	eV
molar mass	781.54	u
LUMO	-13.58	eV
total charge	+2
highest occupied orbital energy	-15.85	eV
relative energy (zero: lowest compared OMol25 entry of this formula, charge and spin)	0.0	kcal/mol
max |F|	0.111	hartree/bohr
2S+1	1

```
64
Properties=species:S:1:pos:R:3:nbo_charge:R:1
N -7.011 -20.411 10.940 0.517
C -3.328 -19.276 8.641 0.993
O -7.519 -20.668 12.055 -0.282
H -6.228 -18.575 10.336 0.245
H -7.383 -23.983 14.985 0.264
O -4.020 -20.240 8.949 -0.616
C 0.425 -20.943 13.822 0.950
H -2.364 -16.413 9.173 0.229
F -0.600 -18.071 8.635 -0.329
H -6.241 -22.661 14.406 0.210
H -4.201 -23.809 14.544 0.176
H -8.064 -22.606 14.175 0.276
O -1.498 -21.932 8.765 -0.463
O -6.487 -21.311 10.237 -0.348
C -0.036 -21.225 7.040 -0.490
C -2.113 -23.336 14.212 -0.127
C -0.926 -19.266 13.461 -0.124
C -2.773 -17.204 8.544 -0.150
O 0.088 -21.023 12.489 -0.462
F -3.412 -25.024 13.298 -0.332
B -3.530 -21.706 11.973 -0.677
C -7.164 -23.217 14.241 -0.487
N -0.350 -21.554 8.482 0.542
H -3.887 -22.701 12.189 0.137
O -2.358 -19.151 7.669 -0.487
O 0.974 -21.861 14.450 -0.446
F 0.450 -19.009 11.662 -0.332
C -1.489 -25.119 15.461 0.949
H -4.704 -19.445 14.568 0.214
O 0.050 -19.800 14.326 -0.416
H -7.723 -18.970 9.457 0.265
N -6.229 -18.619 15.832 0.530
C -7.223 -19.010 10.425 -0.482
H -2.641 -21.737 11.362 0.067
N -6.964 -23.900 12.926 0.553
O -0.981 -24.107 14.694 -0.368
C -0.531 -19.805 12.175 0.416
C -3.220 -24.259 14.392 0.434
C -1.680 -17.936 7.816 0.430
H -1.876 -19.723 13.738 0.190
O 0.508 -21.477 9.334 -0.282
H -3.484 -16.704 7.888 0.212
H -1.013 -20.951 6.642 0.241
H -2.068 -22.952 13.193 0.266
O -7.113 -19.169 15.194 -0.350
H -4.388 -19.583 16.380 0.251
H -4.234 -18.059 15.518 0.245
H -1.252 -19.928 11.367 0.188
O -0.785 -25.955 16.038 -0.395
H -3.309 -21.120 12.852 0.049
O -3.546 -18.068 9.253 -0.457
O -7.782 -24.738 12.662 -0.274
O -6.467 -17.818 16.688 -0.286
Tl -4.058 -23.224 9.610 1.079
C -4.792 -18.995 15.557 -0.500
H 0.646 -20.375 7.033 0.256
O -6.081 -23.563 12.209 -0.331
H -2.298 -22.507 14.895 0.231
H 0.230 -22.093 6.437 0.269
H -4.318 -21.261 11.386 0.147
H -1.022 -18.181 13.420 0.251
H -7.823 -18.448 11.141 0.262
H -1.387 -17.428 6.897 0.211
O -2.789 -25.002 15.466 -0.451
```

---

ORCA calculation (ωB97M-V/def2-TZVPD) on C16H15N2O3RuS5 as an isolated structure in a non-equilibrium geometry.

## Properties
Kohn-Sham gap (alpha / beta)	6.56 / 6.08	eV
molar mass	544.71	u
LUMO (alpha / beta)	-0.13 / -0.87	eV
highest occupied orbital energy (alpha / beta)	-6.70 / -6.95	eV
relative energy (zero: lowest compared OMol25 entry of this formula, charge and spin)	13.4	kcal/mol
max |F|	0.045	hartree/bohr
2S+1	2

```
42
Properties=species:S:1:pos:R:3:mulliken_spin:R:1
H -0.249 -3.017 -0.153 0.002
H -2.392 2.763 -5.283 0.000
N -0.339 -1.480 2.686 0.000
H 1.022 1.329 1.669 0.000
C 0.458 -0.699 1.931 -0.009
H 0.592 5.435 -3.390 0.001
H -0.578 -1.299 3.645 0.000
C -0.753 -2.564 1.936 -0.001
H -2.994 -1.276 -3.438 0.000
H 0.515 0.913 3.315 0.000
C -1.161 3.382 -3.620 0.001
S 3.476 5.420 -2.663 0.064
N 0.586 -1.246 0.732 0.026
C 3.401 3.811 -2.370 0.008
H -3.087 -1.160 -1.688 0.000
Ru 1.362 -0.254 -0.951 0.601
H 2.105 0.413 2.702 -0.001
C 1.059 0.562 2.438 -0.001
O -1.219 4.652 -4.072 0.001
S 2.482 -0.296 -3.090 0.172
C 3.428 1.449 -1.232 0.098
C -1.163 0.716 -2.837 0.008
H -0.685 6.583 -3.857 0.000
H -2.411 0.407 -4.580 0.001
O -0.212 -1.219 -1.873 -0.008
C -1.880 1.137 -3.982 0.002
C -0.479 5.641 -3.359 -0.001
S 3.812 3.096 -0.849 -0.009
C -0.459 3.000 -2.496 -0.002
H -0.807 5.701 -2.320 0.000
O 0.234 1.351 -1.000 0.000
C -1.191 -0.654 -2.406 -0.002
H 0.096 3.702 -1.892 0.000
C -0.184 -2.397 0.723 -0.019
C -1.870 2.437 -4.394 -0.004
H -1.402 -3.327 2.328 0.000
C 2.987 1.226 -2.519 0.033
C -0.427 1.655 -2.099 -0.012
H -2.221 -2.526 -2.423 0.000
S 3.536 0.206 -0.056 0.067
S 2.901 2.641 -3.531 -0.015
C -2.445 -1.466 -2.519 -0.001
```

---

ORCA calculation (ωB97M-V/def2-TZVPD) on C39H47FN6O3PdSb2 as an isolated structure.

## Properties
Kohn-Sham gap	6.15	eV
molar mass	1016.78	u
LUMO	-10.53	eV
total charge	+4
highest occupied orbital energy	-16.68	eV
max |F|	0.010	hartree/bohr
2S+1	1

```
99
Properties=species:S:1:pos:R:3:lowdin_charge:R:1
C 6.916 0.647 1.448 -0.099
H 6.231 -3.188 1.317 0.075
H -2.918 3.882 -1.129 0.010
H 10.910 -1.051 2.799 0.147
N -0.987 3.950 2.115 0.127
C -0.737 -3.959 -1.283 -0.214
C 6.194 1.607 0.684 -0.171
H -0.544 0.324 3.109 0.091
H -3.346 0.352 -3.511 0.029
C -2.114 -4.444 1.819 -0.211
H -1.853 -0.617 -3.372 -0.003
H 5.368 -2.336 3.606 0.127
H -3.794 3.122 -2.477 0.025
H -3.833 -3.423 -0.661 0.074
F 6.836 2.670 0.174 0.086
C -3.202 0.620 -0.120 -0.328
C -4.499 -0.047 -0.439 -0.252
H -1.224 -4.950 2.184 0.038
H 4.786 -4.192 1.212 0.089
H 4.384 2.279 -0.157 0.144
H 6.628 -1.216 2.473 0.088
H -3.817 0.344 5.872 0.124
H 10.544 1.986 2.935 0.144
C -1.416 0.799 3.535 -0.034
C 4.863 1.508 0.429 0.096
O 0.206 -2.303 1.112 -0.186
H -2.201 3.843 -2.752 0.017
C -4.614 -1.443 -0.546 -0.248
H 2.284 -2.644 2.248 0.154
C -2.812 3.292 -2.039 -0.292
C 2.688 0.358 0.636 -0.281
H 1.760 5.971 -1.812 0.131
C 8.970 -0.105 2.632 -0.121
H 11.090 0.525 0.443 0.189
C -2.153 0.177 4.529 -0.057
O 2.134 1.223 -0.075 -0.058
N 4.062 -1.660 2.117 0.003
H -0.291 -3.216 -1.943 0.036
C 2.022 -0.800 1.189 -0.025
H -1.871 -0.806 4.882 0.112
H -2.755 -5.158 1.299 0.043
C -3.584 2.114 4.685 -0.032
N -0.958 2.704 2.137 -0.008
C 4.729 -2.772 2.840 -0.157
H 8.400 -0.999 2.852 0.118
H -5.596 1.786 -0.403 0.124
C 0.628 6.435 -0.036 0.011
H -7.793 0.738 -0.723 0.128
H -2.568 -0.019 0.496 0.004
H 0.758 7.506 -0.115 0.137
C -6.909 0.118 -0.666 -0.016
H -2.663 -3.984 2.637 0.034
C -5.662 0.709 -0.505 -0.019
C 2.767 -1.753 1.870 0.052
C 4.789 -0.553 1.643 -0.103
C 10.290 -0.582 2.038 -0.048
C -7.027 -1.262 -0.715 -0.030
C 0.998 4.220 -0.863 -0.082
Pd 0.023 1.797 0.433 0.851
C -3.514 -2.381 -0.762 -0.145
H -0.565 6.509 1.775 0.140
H 9.133 0.390 3.593 0.145
C 0.610 -1.062 0.986 -0.499
C -1.763 2.085 3.135 -0.252
O -0.260 -0.208 0.708 -0.182
C 9.032 1.983 1.346 -0.106
C -0.105 5.897 1.012 0.051
H -3.418 1.505 0.486 0.060
Sb -1.608 -3.003 0.375 1.732
H 3.943 -3.305 3.371 0.129
C 6.156 -0.437 1.903 0.068
C -3.240 0.831 5.097 -0.033
H 8.595 2.885 1.776 0.146
C -5.886 -2.038 -0.628 -0.010
H 9.045 2.108 0.264 0.136
H 0.020 -4.666 -0.951 0.040
H -4.427 2.619 5.135 0.126
H 1.408 3.513 -1.571 0.125
C 1.187 5.587 -0.980 0.000
H 12.045 0.552 1.764 0.193
H -2.937 -2.235 -1.674 0.059
C 10.462 1.908 1.854 -0.077
C -2.266 0.389 -3.381 -0.282
C 5.474 -3.706 1.904 -0.044
C 4.114 0.427 0.909 -0.059
C -0.248 4.525 1.076 -0.276
H -1.817 0.937 -4.207 0.022
Sb -1.858 1.452 -1.587 1.418
H -7.996 -1.730 -0.812 0.128
H 10.133 -1.286 1.225 0.143
H -5.972 -3.117 -0.666 0.125
N 0.291 3.705 0.146 -0.059
H 5.965 -4.484 2.487 0.097
H 11.056 2.704 1.409 0.153
C -2.843 2.754 3.707 0.000
N 11.069 0.592 1.462 0.087
H -3.100 3.754 3.387 0.119
N 8.267 0.773 1.708 -0.046
H -1.525 -4.492 -1.815 0.043
```

---

ORCA calculation (ωB97M-V/def2-TZVPD) on C25H30N5PrS as an isolated structure in a non-equilibrium geometry.

## Properties
Kohn-Sham gap (alpha / beta)	5.98 / 6.00	eV
molar mass	573.53	u
LUMO (alpha / beta)	-0.09 / -0.07	eV
highest occupied orbital energy (alpha / beta)	-6.08 / -6.07	eV
relative energy (zero: lowest compared OMol25 entry of this formula, charge and spin)	36.6	kcal/mol
max |F|	0.061	hartree/bohr
2S+1	3

```
62
Properties=species:S:1:pos:R:3:mulliken_spin:R:1
H -2.913 0.882 -1.560 0.001
H -1.308 3.714 2.152 0.000
C -3.089 1.359 0.516 -0.001
C -1.625 3.049 1.356 -0.008
H -3.510 0.947 3.169 0.000
H 2.612 -0.761 -2.640 0.000
C 1.114 -3.690 -2.317 0.000
C -2.532 1.489 -0.749 0.003
H 1.777 -4.228 -2.985 0.000
H -1.953 1.135 -3.571 0.000
H -4.241 2.534 2.946 0.000
H -1.572 4.692 -2.426 0.000
H -0.333 1.533 -4.133 0.000
C -0.906 2.618 -2.363 0.006
C 1.514 -1.550 2.297 0.004
N 0.550 -0.598 2.684 -0.004
H -0.525 0.510 -2.706 0.002
C -1.503 2.398 -0.989 -0.018
H 2.436 -3.447 2.800 0.000
C -0.081 -4.267 -1.921 0.000
C 1.476 -2.417 -1.901 -0.004
N 3.306 0.205 -0.225 0.000
C 2.747 -1.820 -2.430 0.000
H 5.304 1.216 -1.145 0.000
C -0.918 -3.559 -1.083 0.001
C 2.262 -1.398 1.163 -0.005
H -0.338 3.966 -0.099 0.003
H 4.797 2.855 -1.003 0.000
H 1.181 -3.744 4.899 0.000
C 1.017 -2.873 4.278 0.001
H -1.196 4.003 -4.011 0.000
H 3.064 -2.337 -3.336 0.000
H 3.544 -1.894 -1.690 0.000
H -2.672 2.401 3.736 0.000
H 3.063 -2.086 0.933 0.000
C -0.938 1.367 -3.241 -0.002
C 0.059 -1.889 4.663 -0.001
C -0.121 -0.823 3.842 0.002
C 0.626 -1.692 -1.034 0.006
H -3.892 0.650 0.677 0.000
H -1.436 -2.183 1.331 0.001
C -1.072 3.190 0.081 0.017
C 3.494 1.474 -0.269 0.001
Pr 0.467 1.019 0.937 2.021
H -2.541 -1.725 0.029 0.000
S 2.381 2.763 0.186 -0.010
H -0.860 -0.068 4.105 0.000
N 2.083 -0.287 0.285 0.002
C -1.635 3.790 -3.036 0.000
C -3.294 1.991 2.942 -0.001
H -1.274 -0.611 0.551 0.003
C -1.510 -1.657 0.377 0.001
C 1.711 -2.714 3.131 -0.002
H 0.142 2.898 -2.218 0.001
H -0.359 -5.252 -2.273 0.000
H -1.852 -4.000 -0.751 0.000
N 4.720 1.903 -0.698 0.000
C -0.573 -2.293 -0.621 -0.003
H -2.690 3.544 -3.178 0.000
H -0.504 -1.988 5.579 0.000
N 0.959 -0.364 -0.638 -0.022
C -2.638 2.120 1.594 0.004
```

---

ORCA calculation (ωB97M-V/def2-TZVPD) on a 2-piece molecular cluster, C3H7NO4 overall in a non-equilibrium geometry.

## Properties
Kohn-Sham gap	11.07	eV
structure (SMILES)	NC(=O)COC=O.O
molar mass	121.09	u
LUMO	0.48	eV
highest occupied orbital energy	-10.59	eV
relative energy (zero: lowest compared OMol25 entry of this formula, charge and spin)	31.9	kcal/mol
max |F|	0.092	hartree/bohr
2S+1	1

```
15
Properties=species:S:1:pos:R:3:nbo_charge:R:1
H 1.758 -0.721 -0.058 0.225
H 1.533 0.787 -0.990 0.231
N -1.047 -0.366 0.817 -0.824
O -3.209 -1.745 -2.160 -0.959
O 1.232 0.994 1.074 -0.509
C -0.343 -0.075 -0.317 0.659
H -3.139 -1.023 -2.825 0.474
O 3.466 1.318 1.052 -0.590
C 2.338 1.472 1.590 0.642
H -2.053 -0.547 0.788 0.421
O -0.906 -0.138 -1.391 -0.621
C 1.170 0.215 -0.115 -0.175
H -2.337 -1.748 -1.705 0.482
H -0.543 -0.418 1.706 0.401
H 2.079 1.995 2.532 0.144
```

---

- Number 5 is which compound?
  C3H7NO4